Entry 1:
Below is a cluster of 3 separate species, C4H10N2O in total, with properties calculated with ωB97M-V/def2-TZVPD.

Output
* HOMO level: -9.396 eV
* frontier orbital gap: 0.376 Ha

Geometry as XYZ:
```
17
C4H10N2O, DFT ωB97M-V/def2-TZVPD
O 1.5426 1.2658 -1.3893
N 1.8355 -0.8854 0.9400
N -0.1031 1.2547 0.1595
C 1.3621 -1.8158 0.4647
C -1.1407 -1.2043 -1.4491
C -0.5363 1.2567 1.5327
C 1.1881 1.3570 -0.2347
H -1.3906 -2.1881 -1.8239
H 1.1831 -2.7502 -0.0081
H -1.9651 -0.5281 -1.6467
H -0.3803 0.2832 2.0017
H 0.0331 1.9946 2.0900
H -0.2221 -0.8479 -1.8919
H -1.5965 1.5052 1.5896
H -0.7772 1.0201 -0.5537
H 1.8536 1.7026 0.5703
H -0.8862 -1.4200 -0.3510
```

These are the natural (NBO) partial charges, in e, on atoms 1 to 6: -0.63, -0.32, -0.63, 0.09, -0.87, -0.41

=====

Entry 2:
Below is a structure of composition C61H48N3OP3SSiSr, with properties calculated with ωB97M-V/def2-TZVPD.

Output
* HOMO level (alpha / beta): -5.728 / -5.689 eV
* frontier orbital gap (alpha / beta): 0.189 / 0.176 Ha

Geometry as XYZ:
```
119
C61H48N3OP3SSiSr, DFT ωB97M-V/def2-TZVPD
Sr -0.6798 1.4786 0.3114
S -1.7268 2.3408 2.4880
P -1.4687 0.1899 -1.8487
P 0.7704 0.7371 4.0554
P 1.5746 -1.3546 -1.5276
Si 0.2901 -1.2634 1.3518
O -2.3783 0.0569 1.8729
N -2.2860 0.2284 0.6019
N -3.4110 4.8608 -1.7175
N -3.1369 2.5562 -1.9423
C -1.9702 2.6644 -4.1406
C -3.3948 -1.4030 -0.6080
C -2.3070 -0.8197 -4.2517
C 5.2306 -0.1276 3.3585
C 3.4247 -4.6359 0.1216
C 3.2297 1.1327 2.9420
C -1.0030 2.6414 -1.3736
C 3.2637 -0.6531 -1.7199
C 1.6709 -2.5999 0.9427
C -2.6782 3.1966 -3.0893
C 1.5915 -1.5327 -4.3021
C -2.7272 -0.2066 -3.0734
C -4.8210 0.3570 -4.1104
C 3.0599 -4.5231 1.4512
C -0.3510 -1.3254 5.5914
C 1.8335 3.0488 7.2591
C -1.0642 -1.8225 0.1309
C 4.7977 1.0329 -0.9814
C 4.5820 0.9323 2.7361
C -4.3777 -0.2071 -5.2927
C 4.2679 -1.2243 -2.4951
C 5.8102 0.4452 -1.7262
C -0.7640 -2.9958 3.4540
C -2.7572 1.3915 0.0405
C -2.6644 2.4991 1.0032
C -1.2747 -3.1303 -0.2370
C -2.5352 5.4193 -4.0031
C 2.0967 -2.7019 -0.3892
C 2.9500 -3.7156 -0.7967
C 0.5801 -3.3945 -3.1654
C -0.1646 -1.7590 3.2065
C -1.9025 4.8656 -5.1128
C 1.1871 -2.0560 -5.5167
C -1.0770 3.6461 -0.5452
C 4.5275 -0.9824 4.1869
C 3.1802 -0.7637 4.4327
C 1.3100 -2.2069 -3.1130
C -2.1140 1.7314 -1.2465
C 2.5327 0.2977 3.8114
C 5.5404 -0.6822 -2.4854
C -4.0043 0.3392 -2.9983
C -2.0696 -0.8205 -0.3284
C 0.7732 1.5747 5.6775
C -3.5545 -2.7204 -0.8941
C 0.1669 -3.9069 -4.3822
C -1.6102 3.5170 -5.1755
C -1.1506 -3.3993 4.7230
C 0.4700 -3.2422 -5.5609
C 1.9176 2.2012 6.1680
C 2.1847 -3.5247 1.8509
C -2.4528 -3.5758 -0.8451
C -3.1401 -0.8304 -5.3519
C 0.0345 -0.9140 4.3171
C 3.5249 0.4852 -0.9582
C -2.3493 3.6622 0.1429
C -0.5279 2.6601 7.3962
C -0.4548 1.8316 6.2924
C -2.9223 4.5740 -2.9955
C 0.6162 3.2780 7.8780
C -0.9396 -2.5605 5.8016
C -3.4408 3.6048 -0.9909
H -0.4542 4.5125 -0.5846
H 0.1387 -3.6401 -6.5097
H -0.1918 -0.6625 6.4302
H 2.6355 -1.4194 5.0956
H -2.5122 4.5907 0.6900
H -3.8370 1.2898 -0.2141
H 2.6967 0.9243 -0.3536
H -1.3138 -1.2497 -4.2911
H -5.7876 0.8402 -4.0595
H -5.0075 -0.1518 -6.1705
H 2.1263 -0.5930 -4.2573
H 6.3231 -1.1408 -3.0720
H -1.6091 5.5113 -5.9263
H -1.6913 1.6171 -4.1520
H 6.2847 -0.2871 3.1909
H -0.9269 -3.6633 2.6231
H 5.0360 -1.8154 4.6513
H 0.5513 3.9517 8.7196
H 4.0612 -2.0867 -3.1126
H 2.8621 2.0327 5.6735
H -1.4817 2.8495 7.8676
H 2.6303 1.8981 2.3985
H 3.4522 -5.2256 2.1719
H -4.3575 0.8043 -2.0767
H -3.7041 2.6440 1.3571
H -4.2474 -0.7345 -0.5029
H 4.9908 1.9309 -0.4152
H -0.4073 -4.8220 -4.4162
H -2.6882 6.4836 -3.9218
H -4.5360 -3.0950 -1.1529
H 1.8899 -3.4513 2.8845
H 5.1395 1.5908 2.0900
H 1.4175 -1.5315 -6.4332
H 0.3285 -3.8967 -2.2425
H 4.0840 -5.4270 -0.1996
H -4.1648 5.5159 -1.6005
H -1.0766 3.1105 -6.0224
H -1.3472 1.3931 5.8687
H -4.4183 3.3981 -0.5002
H -2.8119 -1.2917 -6.2722
H -2.5567 -4.6029 -1.1528
H -1.2263 -2.8634 6.7986
H 3.2433 -3.7980 -1.8317
H -1.6026 -4.3693 4.8713
H -0.5136 -3.8577 0.0075
H 6.8064 0.8628 -1.7192
H -0.2864 2.4790 -2.1496
H 2.7174 3.5525 7.6209
```

These are the Löwdin partial charges, in e, on atoms 1 to 6: 1.39, 0.66, 1.18, 1.04, 1.06, 0.69

=====

Total energy for every record listed, in sequence, given in hartree: -343.11833, -4334.78668.
Strongest force on any atom for every record listed, in sequence, given in eV Å⁻¹: 2.10, 19.19.
Relative energy (zero: lowest compared OMol25 entry of this formula, charge and spin) for every record listed, in sequence, given in kcal/mol: 52.2, 338.1.